The following is a DFT calculation (ωB97M-V/def2-TZVPD) of a molecular structure, H8KO8P in a non-equilibrium geometry.

The geometry in XYZ format:
```
18
Properties=species:S:1:pos:R:3:forces:R:3:mulliken_charge:R:1
K -0.98925 0.22528 0.67365 0.4531 -0.0749 -0.8792 0.8964
P 0.77640 -0.09632 -1.80292 1.5729 0.6205 -2.5317 0.4858
O 0.86944 -1.44627 -0.96443 -0.0605 1.0729 -0.7253 -0.8238
O 1.20321 1.09657 -0.87891 0.1344 -0.0666 1.2223 -0.8134
O -2.11504 -1.97343 -1.49154 -1.9239 -1.7839 0.8343 -0.6573
O -0.24533 0.99117 3.46901 -0.3788 0.0226 0.2652 -0.6393
O -0.72765 0.20333 -2.17350 -0.2507 -1.0278 0.8126 -0.8524
O 1.66769 -0.08593 -3.12123 -1.2623 -0.5328 2.1545 -0.9230
O 0.20554 3.16210 0.27521 -1.2322 2.0629 1.6583 -0.6510
O 0.25804 -2.13436 1.30456 -1.1775 -0.9858 3.5541 -0.7274
H 0.83874 3.87206 0.16914 0.0709 0.0374 -0.1142 0.2233
H 0.70312 -1.79295 0.52894 0.9763 0.7699 -2.8736 0.4638
H -1.54285 -1.25369 -1.75765 1.4655 2.0450 -0.8208 0.3613
H 0.55385 0.54127 3.74311 0.1974 -0.2921 -0.1441 0.3080
H 0.05949 1.82452 3.11004 0.1394 0.3487 -0.3447 0.3377
H -0.33461 -2.80514 0.96537 0.0008 0.0316 -0.3691 0.2797
H 0.68018 2.37520 0.00736 1.0018 -2.2387 -1.7197 0.4681
H -1.86098 -2.70336 -2.05625 0.2732 -0.0088 0.0210 0.2634
```
Forces are in eV/Å.

The calculation puts the gap between HOMO and LUMO at 3.3 eV. The highest occupied orbital energy is 0.0352 hartree. As for the energy above the lowest of the compared OMol25 structures with the same formula, charge and spin: 83.3 kJ/mol. As for the spin multiplicity: 1. Its charge is -2.